No. 1
A structure of composition C44H39As2N2OS2SeY. Source: OMol25; level of theory: ωB97M-V/def2-TZVPD.

Values from the calculation:
HOMO energy = -0.4787 hartree
2S+1 = 1
ΔE to the lowest compared entry with this formula, charge and spin = 22.87 kcal per mole
Charge = +2
LUMO level = -5.5053 eV
Gap between HOMO and LUMO = 7.521 eV

Each line ends with the Löwdin charge.
Geometry (Å):
Y (-0.7390, 0.6260, -0.1050)  0.8513
Se (1.1104, 2.1445, -1.1960)  0.6969
C (2.5868, 0.9328, -1.4138)  -0.6109
C (2.4950, -0.3762, -0.9581)  -0.1533
C (3.6422, -1.1561, -1.0085)  -0.1391
N (4.7884, -0.7185, -1.4895)  0.0788
C (4.8564, 0.5069, -1.9725)  -0.1223
C (3.7811, 1.3858, -1.9569)  -0.0980
H (1.5588, -0.7853, -0.5557)  0.0561
H (3.6483, -2.1673, -0.6279)  0.1138
H (5.8170, 0.8104, -2.3707)  0.1181
H (3.8667, 2.3923, -2.3394)  0.1048
O (-1.4417, -1.2788, -0.5110)  -0.6127
As (-1.8491, -1.5916, -2.1105)  1.2696
C (-3.7593, -1.8051, -2.2938)  -0.3068
C (-4.3471, -1.6322, -3.5426)  -0.0965
C (-5.7013, -1.8744, -3.6955)  -0.0507
C (-6.4592, -2.2790, -2.6050)  -0.0428
C (-5.8656, -2.4696, -1.3671)  -0.0525
C (-4.5083, -2.2449, -1.2096)  -0.0856
C (-1.2318, -0.0362, -3.1075)  -0.3596
C (-1.9435, 1.1617, -2.9720)  -0.1652
C (-1.4901, 2.3006, -3.6250)  -0.0767
C (-0.3459, 2.2346, -4.4118)  -0.0636
C (0.3628, 1.0474, -4.5392)  -0.0516
C (-0.0699, -0.0912, -3.8732)  -0.0870
C (-1.0034, -3.2068, -2.7375)  -0.3009
C (-0.3284, -4.0658, -1.8808)  -0.0750
C (0.1341, -5.2812, -2.3579)  -0.0503
C (-0.0879, -5.6329, -3.6794)  -0.0410
C (-0.7633, -4.7718, -4.5344)  -0.0474
C (-1.2288, -3.5582, -4.0641)  -0.0965
H (-3.7480, -1.2900, -4.3807)  0.1075
H (-6.1624, -1.7431, -4.6645)  0.1190
H (-7.5197, -2.4418, -2.7244)  0.1194
H (-6.4536, -2.7947, -0.5240)  0.1168
H (-4.0220, -2.3938, -0.2503)  0.1074
H (-2.8933, 1.1714, -2.4244)  0.1182
H (-2.0381, 3.2299, -3.5468)  0.1226
H (-0.0085, 3.1175, -4.9330)  0.1232
H (1.2445, 1.0024, -5.1633)  0.1259
H (0.4678, -1.0337, -3.9673)  0.1188
H (-0.1632, -3.7695, -0.8519)  0.0775
H (0.6616, -5.9530, -1.6972)  0.1148
H (0.2717, -6.5799, -4.0515)  0.1196
H (-0.9318, -5.0439, -5.5654)  0.1190
H (-1.7530, -2.8696, -4.7182)  0.1064
S (-2.1120, 2.7403, 1.0529)  0.5598
C (-1.4912, 4.3019, 1.1091)  -1.1029
N (-0.4272, 4.7465, 0.4600)  -0.0380
C (-0.1583, 6.1689, 0.5296)  -0.1931
C (-0.9140, 6.7066, 1.7412)  -0.3673
S (-2.2649, 5.5115, 2.0632)  1.0033
H (0.1386, 4.1567, -0.1420)  0.0127
H (-0.5058, 6.6488, -0.3914)  0.1336
H (0.9146, 6.3407, 0.6243)  0.1313
H (-1.3435, 7.6891, 1.5621)  0.0900
H (-0.3071, 6.7371, 2.6455)  0.0821
C (-1.2871, 0.0197, 6.6054)  -0.0577
C (-2.1398, -0.1147, 5.5209)  -0.0683
C (-1.6388, -0.0672, 4.2277)  -0.1130
C (-0.2782, 0.1425, 4.0289)  -0.3694
C (0.5787, 0.2784, 5.1206)  -0.1032
C (0.0742, 0.2081, 6.4075)  -0.0553
As (0.5081, 0.1068, 2.2346)  1.2692
C (1.4119, -1.6253, 2.2994)  -0.3687
C (2.5657, -1.8171, 3.0560)  -0.0947
C (3.1615, -3.0661, 3.0936)  -0.0521
C (2.6197, -4.1221, 2.3769)  -0.0562
C (1.4553, -3.9421, 1.6472)  -0.0740
C (0.8479, -2.6975, 1.6118)  -0.1343
C (1.8989, 1.4757, 2.3374)  -0.3935
C (3.1533, 1.3253, 1.7492)  -0.1185
C (3.9980, 2.4183, 1.6370)  -0.0567
C (3.6004, 3.6624, 2.1031)  -0.0568
C (2.3659, 3.8129, 2.7187)  -0.0758
C (1.5152, 2.7269, 2.8244)  -0.1287
H (-1.6808, -0.0228, 7.6103)  0.1148
H (-3.1963, -0.2615, 5.6868)  0.1113
H (-2.3020, -0.1945, 3.3727)  0.0939
H (1.6376, 0.4447, 4.9339)  0.1013
H (0.7434, 0.2961, 7.2514)  0.1152
H (2.9924, -0.9797, 3.6018)  0.1035
H (4.0523, -3.2163, 3.6829)  0.1162
H (3.1154, -5.0810, 2.3729)  0.1153
H (1.0216, -4.7744, 1.1129)  0.1024
H (-0.0820, -2.5521, 1.0618)  0.0646
H (3.4760, 0.3470, 1.4043)  0.0968
H (4.9673, 2.2971, 1.1756)  0.1166
H (4.2636, 4.5072, 1.9973)  0.1128
H (2.0586, 4.7660, 3.1263)  0.1069
H (0.5521, 2.8188, 3.3248)  0.1049

Forces on atoms 1 to 3 (eV/Å):
-0.8 1.8 -0.5
0.8 0.3 -0.5
-0.3 0.4 0.1


No. 2
A structure of composition C44H39ClF3N3O5OsTe. Source: OMol25; level of theory: ωB97M-V/def2-TZVPD.

Values from the calculation:
HOMO energy (alpha / beta) = -0.1986 / -0.1984 hartree
2S+1 = 2
ΔE to the lowest compared entry with this formula, charge and spin = 30.61 kcal per mole
Charge = -1
Expectation value of S² = 0.7595
LUMO level (alpha / beta) = 1.2548 / 0.7372 eV
Gap between HOMO and LUMO (alpha / beta) = 6.658 / 6.137 eV

Each line ends with the Löwdin charge.
Geometry (Å):
Os (-0.2527, 1.9269, 1.9424)  1.5814
O (-0.3823, -4.2302, 5.2653)  -0.0231
C (0.6457, -3.5589, 5.1037)  -0.7038
O (1.8370, -3.7848, 5.3814)  -0.0438
C (0.4120, -2.1653, 4.4814)  -0.0722
C (1.3554, -1.1573, 4.6484)  0.0229
C (1.1646, 0.0671, 4.0472)  -0.1065
N (0.1111, 0.3059, 3.2597)  -0.0610
C (-0.8491, -0.6334, 3.1486)  -0.1679
C (-0.7345, -1.8668, 3.7500)  0.0837
C (-2.0960, -0.2008, 2.4080)  -0.5901
O (-3.0584, -0.9158, 2.3066)  0.0912
O (-2.0373, 1.0360, 1.9528)  -0.2225
H (2.2401, -1.3642, 5.2347)  0.1197
H (1.8522, 0.8905, 4.1908)  0.1022
H (-1.5320, -2.5912, 3.6604)  0.1364
C (-2.5290, -6.7088, -4.3476)  -0.0568
C (-2.2661, -5.4483, -3.5682)  -0.2735
C (-3.0570, -4.3206, -3.7357)  -0.0222
C (-2.8274, -3.1487, -3.0217)  -0.2985
C (-3.7418, -1.9782, -3.2570)  -0.0729
C (-1.7530, -3.0968, -2.1184)  -0.4187
Te (-1.3540, -1.3095, -1.0540)  1.5353
N (0.2462, 1.3463, 0.3247)  -0.0681
C (1.2267, 1.3208, -0.6160)  -0.5583
O (1.3854, 2.2021, -1.4436)  0.0683
C (2.1669, 0.1447, -0.5087)  -0.1754
C (3.2644, 0.1311, -1.3613)  -0.0242
C (4.2077, -0.8810, -1.2659)  -0.0800
C (4.0620, -1.8788, -0.3109)  -0.0834
C (2.9669, -1.8692, 0.5440)  -0.0676
C (2.0177, -0.8633, 0.4418)  -0.0815
C (-1.0303, -0.0219, -2.6957)  -0.4226
C (-1.6744, 1.2189, -2.7181)  -0.3065
C (-2.6156, 1.6703, -1.6340)  -0.0781
C (-1.3959, 2.0962, -3.7644)  -0.0127
C (-0.5134, 1.7701, -4.7804)  -0.2684
C (-0.2055, 2.7420, -5.8871)  -0.0554
C (0.1126, 0.5309, -4.7352)  -0.0209
C (-0.1134, -0.3686, -3.7005)  -0.2907
C (0.6403, -1.6711, -3.7066)  -0.0606
C (-0.9434, -4.2257, -1.9339)  -0.3144
C (0.2330, -4.2854, -0.9917)  -0.0798
C (-1.2222, -5.3814, -2.6598)  -0.0265
H (-3.4587, -6.6357, -4.9114)  0.0696
H (-2.6008, -7.5726, -3.6849)  0.0775
H (-1.7214, -6.9061, -5.0558)  0.0783
H (-3.8875, -4.3536, -4.4333)  0.1097
H (-4.5995, -2.2788, -3.8587)  0.0732
H (-3.2221, -1.1706, -3.7769)  0.0746
H (-4.0985, -1.5680, -2.3113)  0.0629
H (3.3524, 0.9230, -2.0940)  0.1178
H (5.0588, -0.8917, -1.9354)  0.0987
H (4.8003, -2.6671, -0.2325)  0.1006
H (2.8456, -2.6477, 1.2870)  0.1132
H (1.1555, -0.8709, 1.0942)  0.0741
H (-3.2606, 0.8618, -1.2882)  0.0453
H (-3.2338, 2.4957, -1.9869)  0.0823
H (-2.0529, 2.0166, -0.7648)  0.0396
H (-1.8830, 3.0658, -3.7730)  0.1159
H (-0.9014, 3.5807, -5.8792)  0.0704
H (-0.2628, 2.2595, -6.8644)  0.0743
H (0.8040, 3.1443, -5.7774)  0.0800
H (0.8198, 0.2639, -5.5146)  0.1148
H (1.5105, -1.6005, -4.3599)  0.0775
H (0.0113, -2.4918, -4.0604)  0.0814
H (0.9774, -1.9347, -2.7021)  0.0502
H (0.3690, -3.3700, -0.4219)  0.0024
H (1.1529, -4.4674, -1.5531)  0.0854
H (0.1087, -5.1103, -0.2882)  0.0878
H (-0.5963, -6.2554, -2.5039)  0.1215
F (-1.2413, 3.9124, 0.0114)  -0.0409
C (-1.3597, 3.6392, 1.3534)  -0.4360
F (-1.0547, 4.8403, 1.9558)  -0.0477
H (-2.4143, 3.4417, 1.5533)  0.1025
F (-1.2752, 4.5170, 7.6063)  0.0345
C (-1.0399, 3.9833, 6.3808)  -0.2913
C (-2.0796, 3.3943, 5.6939)  -0.0112
C (-1.8239, 2.8584, 4.4375)  -0.1079
C (-0.5508, 2.8932, 3.8578)  -0.2925
C (0.4618, 3.5002, 4.6012)  -0.1253
C (0.2334, 4.0468, 5.8593)  -0.0212
H (-3.0663, 3.3585, 6.1365)  0.1152
H (-2.6455, 2.3946, 3.9036)  0.0951
H (1.4720, 3.5667, 4.2110)  0.0801
H (1.0253, 4.5152, 6.4293)  0.1120
Cl (3.0628, 6.4265, 0.7259)  0.7059
C (3.0093, 4.7789, 1.2403)  -0.6229
C (4.1740, 4.0667, 1.4490)  -0.0680
C (4.0640, 2.7450, 1.8406)  -0.0201
C (2.8079, 2.2008, 2.0197)  -0.1168
N (1.6844, 2.9070, 1.8428)  -0.0712
C (1.7787, 4.1771, 1.4368)  -0.1111
H (5.1361, 4.5349, 1.2931)  0.1135
H (4.9380, 2.1283, 1.9930)  0.1183
H (2.6879, 1.1580, 2.2745)  0.0954
H (0.8654, 4.7226, 1.2688)  0.0999

Forces on atoms 1 to 3 (eV/Å):
0.2 0.4 0.4
-0.1 -0.1 -0.1
0.0 0.0 0.3


No. 3
A structure of composition C44H39IrN5O2S6. Source: OMol25; level of theory: ωB97M-V/def2-TZVPD.

Values from the calculation:
HOMO energy (alpha / beta) = -0.4608 / -0.4604 hartree
2S+1 = 2
Charge = +2
Expectation value of S² = 0.7564
LUMO level (alpha / beta) = -6.4788 / -8.8645 eV
Gap between HOMO and LUMO (alpha / beta) = 6.060 / 3.663 eV

Each line ends with the Löwdin charge.
Geometry (Å):
Ir (-0.0642, 0.4504, 0.8384)  1.2975
C (3.1472, -4.2273, -0.1003)  -0.4507
C (1.6728, -4.0546, -0.4377)  -0.4698
S (0.6773, -2.8627, 0.5334)  0.8744
C (0.7727, -3.5278, 2.2342)  -0.4676
C (2.0426, -3.1234, 2.9733)  -0.4185
S (2.6226, -1.4738, 2.3931)  1.0156
C (4.4514, -1.5999, 2.4422)  -0.4433
C (4.9678, -2.6939, 1.5283)  -0.4639
S (4.0828, -2.6492, -0.0825)  0.9724
H (3.5871, -4.8469, -0.8854)  0.0939
H (3.2944, -4.7270, 0.8542)  0.0723
H (1.1784, -5.0225, -0.3516)  0.0967
H (1.5729, -3.6974, -1.4615)  0.0653
H (0.6793, -4.6126, 2.1831)  0.0994
H (-0.1147, -3.1287, 2.7246)  0.0584
H (2.8391, -3.8385, 2.7935)  0.0675
H (1.8591, -3.0572, 4.0468)  0.0968
H (4.7911, -1.7390, 3.4683)  0.1033
H (4.7659, -0.6157, 2.0942)  0.0680
H (4.8364, -3.6812, 1.9638)  0.0764
H (6.0285, -2.5527, 1.3147)  0.0921
S (4.3160, 1.5287, -0.2166)  1.1758
C (3.8087, 0.4723, -1.5049)  -0.4623
C (4.5191, 0.1047, -2.6316)  -0.0678
C (3.9194, -0.7622, -3.5243)  -0.0491
C (2.6380, -1.2555, -3.2845)  -0.0552
C (1.9265, -0.9012, -2.1563)  -0.0518
C (2.5099, -0.0162, -1.2471)  -0.3736
N (1.9643, 0.4498, -0.0878)  -0.0530
C (2.7795, 1.2855, 0.5487)  -0.5516
C (2.3428, 1.9328, 1.7417)  -0.2828
C (3.1439, 2.8286, 2.4620)  -0.0251
C (2.6231, 3.4936, 3.5491)  -0.0532
C (1.3136, 3.2574, 3.9457)  -0.0370
C (0.5205, 2.3408, 3.2540)  -0.1140
C (1.0096, 1.6841, 2.1409)  -0.2438
H (5.5101, 0.4897, -2.7978)  0.1218
H (4.4530, -1.0535, -4.4138)  0.1193
H (2.2068, -1.9362, -3.9998)  0.1082
H (0.9323, -1.2812, -1.9642)  0.0818
H (4.1583, 3.0038, 2.1339)  0.1048
H (3.2263, 4.2093, 4.0865)  0.1178
H (0.8998, 3.7857, 4.7910)  0.1181
H (-0.4917, 2.1669, 3.6018)  0.1072
O (-4.0030, 0.1397, -1.3576)  -0.2517
S (-2.5838, -0.0329, -1.2989)  0.6472
O (-1.7696, 1.0482, -1.7936)  -0.3237
N (-2.0774, -0.2385, 0.2753)  -0.2179
C (-2.7837, -0.8758, 1.2172)  -0.2889
C (-4.0754, -1.4402, 1.0441)  -0.0010
C (-4.7332, -2.0107, 2.1110)  -0.0353
C (-4.1605, -2.0436, 3.3777)  -0.0106
C (-2.8721, -1.5214, 3.6009)  -0.1498
C (-2.2540, -1.5395, 4.8695)  0.0534
C (-0.9612, -1.0417, 4.9769)  -0.0226
C (-0.3083, -0.5780, 3.8542)  -0.1541
N (-0.8841, -0.5248, 2.6277)  -0.0257
C (-2.1650, -0.9612, 2.5062)  -0.1734
C (-2.0847, -1.5068, -2.1852)  -0.2691
C (-1.2857, -1.3083, -3.2965)  -0.0791
C (-0.9242, -2.3916, -4.0813)  -0.0647
C (-1.3670, -3.6603, -3.7421)  -0.0590
C (-2.1848, -3.8452, -2.6375)  -0.0552
C (-2.5484, -2.7642, -1.8498)  -0.0525
H (-4.5544, -1.3554, 0.0840)  0.0977
H (-5.7225, -2.4116, 1.9665)  0.1213
H (-4.6991, -2.4619, 4.2126)  0.1194
H (-2.7852, -1.9290, 5.7228)  0.1326
H (-0.4444, -1.0319, 5.9232)  0.1198
H (0.7143, -0.2393, 3.9129)  0.0764
H (-0.9754, -0.3024, -3.5358)  0.1133
H (-0.3181, -2.2371, -4.9601)  0.1122
H (-1.0900, -4.5093, -4.3470)  0.1131
H (-2.5600, -4.8272, -2.3977)  0.1141
H (-3.1962, -2.9043, -0.9982)  0.1058
S (-1.2016, 5.9953, -3.1033)  1.0041
C (-0.8008, 4.6319, -2.0150)  -0.4799
C (-1.2184, 4.6117, -0.6901)  -0.0307
C (-0.8485, 3.5371, 0.1001)  -0.0936
N (-0.1129, 2.5280, -0.3506)  -0.0198
C (0.2717, 2.5432, -1.6236)  -0.1395
C (-0.0371, 3.5759, -2.4888)  -0.0411
C (-2.9333, 5.5347, -3.3004)  -0.5086
C (-3.2703, 4.6939, -4.3484)  -0.0712
C (-4.5974, 4.2912, -4.4380)  -0.1286
N (-5.4979, 4.6914, -3.5727)  0.0672
C (-5.1927, 5.5115, -2.5939)  -0.1276
C (-3.8969, 5.9801, -2.4127)  -0.0765
H (-1.8122, 5.4094, -0.2738)  0.1156
H (-1.1325, 3.5029, 1.1430)  0.1164
H (0.8479, 1.7026, -1.9777)  0.0996
H (0.3053, 3.5591, -3.5101)  0.1178
H (-2.5401, 4.3649, -5.0708)  0.1046
H (-4.9329, 3.6255, -5.2202)  0.1121
H (-5.9958, 5.7991, -1.9310)  0.1125
H (-3.6664, 6.6707, -1.6169)  0.1047

Forces on atoms 1 to 3 (eV/Å):
-0.6 2.5 0.0
0.5 0.4 0.1
-0.4 0.5 0.3


The evaluated F_max for the records listed, in turn: 0.054; 0.011; 0.066 Eh/bohr.
The evaluated calculated total energy for the records listed, in turn: -261014.8392; -91407.1017; -125641.6958 eV.